{
  "formula": "C10H9N2O5W",
  "method": "ωB97M-V with the def2-TZVPD basis set",
  "species": ["C", "H", "O", "O", "C", "H", "H", "C", "H", "C", "C", "H", "N", "O", "C", "C", "C", "N", "H", "H", "H", "O", "W", "C", "C", "H", "O"],
  "xyz": [[-0.068, 4.117, 1.814], [0.002, 2.110, 2.375], [-2.191, 0.464, 1.297], [-0.625, -3.733, -1.199], [0.113, -1.392, -1.514], [0.090, 5.762, 0.350], [1.661, 3.628, -2.067], [0.602, 3.744, -1.800], [0.275, 4.735, -2.145], [0.133, 4.705, 0.568], [-0.661, -2.600, -0.817], [-0.636, 3.928, 3.866], [0.066, 2.801, 1.632], [1.928, -1.856, 1.455], [1.456, -1.005, 0.796], [2.392, 1.346, -0.870], [-1.165, 0.461, 0.734], [0.352, 2.498, 0.334], [-1.149, 5.440, 3.077], [0.544, 5.219, 3.525], [-1.158, -2.061, 0.037], [3.414, 1.821, -1.166], [0.633, 0.437, -0.244], [-0.344, 4.698, 3.143], [0.373, 3.676, -0.349], [0.008, 3.001, -2.352], [0.292, -1.367, -2.720]],
  "forces_ev_per_a": [[-0.0156, -0.3020, 1.2116], [0.1578, 0.1272, -0.2217], [4.9553, 0.2784, -2.7685], [0.0154, 3.6274, 1.2246], [1.3857, 0.9715, -5.8222], [0.0275, -0.0033, -0.0342], [-0.2306, 0.1523, 0.0552], [-0.0376, 0.2396, -0.6241], [0.1832, -0.3312, -0.0927], [0.2398, -0.1570, -1.7926], [-1.0474, -3.6375, 0.1550], [0.0977, 0.1692, -0.1122], [-0.3087, 0.0869, 1.0763], [-2.2415, 3.9886, -3.3494], [3.1200, -4.9185, 5.2661], [7.0328, 2.0925, -2.1830], [-6.6055, -1.2731, 3.6663], [0.5096, -2.2473, 0.4427], [0.1469, -0.0211, -0.0704], [-0.0350, 0.0070, -0.1232], [-0.2797, -1.3415, -0.2685], [-5.0746, -2.1070, 1.4961], [-0.9900, 3.2052, -2.5283], [-0.2254, -0.2154, 0.0552], [-0.2952, 1.3648, 0.6311], [0.0783, 0.1225, 0.0763], [-0.5635, 0.1217, 4.6344]],
  "relative_energy_kj_mol": 0.0,
  "gap_ev": [5.74, 4.87],
  "e_homo_ev": [-21.37, -20.77],
  "multiplicity": 3,
  "total_charge": 3,
  "e_lumo_ev": [-15.634, -15.901]
}

***

{
  "formula": "C11H33IN3O8P2Si",
  "method": "ωB97M-V with the def2-TZVPD basis set",
  "species": ["P", "O", "C", "H", "H", "C", "H", "H", "H", "O", "H", "O", "C", "H", "H", "H", "Si", "C", "I", "H", "H", "H", "O", "C", "O", "N", "H", "H", "O", "C", "N", "H", "H", "O", "C", "H", "H", "H", "H", "C", "H", "H", "N", "P", "H", "H", "H", "H", "O", "H", "C", "C", "H", "C", "H", "H", "H", "H", "H"],
  "xyz": [[-1.195, 2.992, -0.721], [-2.160, -0.166, 0.506], [0.361, -4.929, 4.690], [-0.269, -2.466, 0.441], [-1.024, -0.946, -2.378], [2.664, -1.786, -1.119], [-4.185, 7.378, 0.660], [1.775, 1.171, -3.594], [-1.775, 3.864, 2.839], [2.493, 1.957, 1.058], [-2.831, 6.353, 1.194], [-4.643, 6.030, 2.193], [-0.128, -1.570, -2.417], [0.013, -1.884, -3.451], [1.455, -2.599, -6.120], [2.050, -4.825, -4.486], [1.410, -0.646, -1.906], [-0.849, 3.335, 2.552], [-3.545, 3.172, -0.079], [1.673, -4.245, -6.723], [0.703, -3.977, 5.092], [-1.604, -1.001, 2.649], [2.125, -3.893, -4.711], [-0.883, -1.780, 2.415], [-0.835, -4.664, 3.964], [-0.527, 1.931, 0.551], [3.915, 1.013, -0.821], [1.145, -5.342, 4.051], [0.236, 3.822, 2.709], [-0.108, 0.707, 0.050], [-0.804, -0.442, 0.264], [2.470, -2.792, -1.501], [-3.435, 7.649, 2.239], [-0.749, 4.429, -0.121], [-0.221, -1.564, 1.050], [-0.340, 1.293, 2.535], [-1.375, -2.747, 2.465], [0.276, -3.854, -5.696], [0.835, -1.330, 1.167], [2.107, 0.142, -3.440], [-0.128, -1.780, 3.199], [1.754, -0.443, -4.291], [0.992, 0.681, -0.681], [2.063, 2.177, -0.485], [0.145, 4.444, 0.252], [3.684, -1.516, -1.398], [-0.320, -2.450, -1.804], [3.195, 0.148, -3.444], [3.351, 1.648, -1.287], [0.187, -5.610, 5.525], [-3.729, 6.886, 1.522], [1.336, -3.652, -5.871], [-1.164, -5.500, 3.621], [-1.008, 1.933, 1.951], [-4.919, 5.340, 1.582], [2.612, -1.843, -0.032], [-2.028, 1.570, 2.033], [2.389, 1.085, 1.456], [-2.634, -0.908, 0.105]],
  "forces_ev_per_a": [[0.4064, 0.1802, 0.2988], [0.1904, -0.3007, 0.1815], [-0.0236, 0.0474, 0.0364], [-0.0697, -0.0030, -0.0080], [0.0288, 0.0299, -0.1149], [-0.1054, 0.0504, 0.0894], [-0.0055, -0.0041, -0.0035], [-0.0209, -0.0249, 0.0075], [0.0451, -0.0508, 0.0401], [-0.1820, 0.0369, -0.0032], [-0.0028, -0.0105, -0.0111], [0.0749, -0.0748, 0.0014], [-0.2815, 0.2305, 0.3728], [0.0501, -0.1103, 0.0317], [-0.0084, -0.0039, -0.0185], [0.0586, 0.0060, -0.0199], [0.2224, -0.2163, -0.4169], [-0.0084, 0.1098, 0.0233], [-0.0760, -0.1159, -0.0638], [0.0120, 0.0002, 0.0029], [0.0148, -0.0097, 0.0093], [-0.0225, -0.0070, -0.0322], [-0.1251, 0.0304, 0.1063], [0.1456, 0.0847, 0.0493], [0.0720, -0.0942, -0.1126], [-0.7817, -0.4861, -0.3449], [0.0525, 0.0243, -0.0214], [-0.0027, 0.0033, -0.0114], [-0.0748, -0.0436, -0.0774], [0.1966, 0.2619, -0.3313], [-0.0615, 0.5009, 0.5852], [0.1220, -0.0011, -0.0464], [0.0106, 0.0087, -0.0141], [-0.0906, -0.0715, 0.0024], [0.0002, -0.1811, -0.1228], [-0.0647, -0.0501, -0.0276], [-0.0762, 0.0314, 0.0152], [-0.0004, 0.0009, 0.0136], [0.0269, 0.0690, -0.0755], [-0.1157, 0.2175, 0.0060], [0.0086, -0.0134, -0.0066], [0.0760, -0.0152, -0.0116], [0.1849, -0.1317, 0.2151], [-0.0006, -0.1484, 0.1081], [0.0503, 0.0636, -0.0806], [-0.0095, -0.0269, -0.0136], [0.0259, -0.0541, -0.0669], [-0.0060, -0.0022, -0.0195], [-0.0035, -0.1131, 0.0287], [-0.0092, 0.0033, 0.0048], [-0.0027, 0.0233, 0.0452], [0.0331, 0.0329, -0.0210], [-0.0507, 0.0147, 0.0557], [0.1706, 0.1520, -0.0291], [-0.0351, 0.0590, -0.0016], [0.0032, -0.0011, 0.0095], [-0.0784, 0.0458, -0.0314], [0.1315, -0.0421, -0.0272], [-0.0180, 0.0888, -0.1538]],
  "gap_ev": 8.71,
  "e_homo_ev": -12.10,
  "multiplicity": 1,
  "total_charge": 1,
  "e_lumo_ev": -3.386
}

***

{
  "formula": "C8H15ClNO2",
  "method": "ωB97M-V with the def2-TZVPD basis set",
  "species": ["H", "H", "H", "H", "H", "H", "H", "O", "H", "C", "O", "C", "C", "C", "C", "N", "H", "H", "H", "H", "C", "H", "Cl", "H", "H", "C", "C"],
  "xyz": [[3.978, -0.092, -0.018], [1.182, -2.032, 0.101], [-1.277, 2.834, 0.267], [2.546, -1.890, -1.038], [3.054, 1.421, -0.482], [-4.881, -0.186, -0.110], [-1.358, -1.562, 0.533], [-0.583, 0.422, -0.278], [3.132, 0.325, -1.574], [-4.073, 0.431, 0.011], [-2.015, 2.255, 0.011], [1.608, -1.435, -0.729], [-2.350, -1.440, 0.021], [3.098, 0.425, -0.551], [1.971, -0.031, 1.384], [1.738, -0.087, -0.127], [-4.411, 1.502, 0.157], [1.952, 1.109, 1.762], [2.893, -0.488, 1.739], [-2.344, -1.787, -0.913], [-1.742, 0.955, -0.120], [-3.041, -2.145, 0.621], [0.967, 2.552, -0.128], [1.179, -0.700, 1.769], [0.964, -1.168, -1.639], [-2.828, -0.048, -0.040], [0.641, 0.862, -0.630]],
  "forces_ev_per_a": [[-1.7645, 0.8425, -0.8542], [-0.3445, -0.2002, -1.1606], [0.3424, -0.3453, -0.3451], [0.1273, 0.4004, 0.1576], [0.5097, 3.7315, 1.1899], [-1.8178, -1.8444, 0.1508], [-0.9893, 0.2872, -0.7519], [-1.1840, -0.0338, 1.0801], [0.4346, -0.8469, -2.4580], [0.6325, 2.3194, 0.2464], [0.0018, -1.5536, -0.3124], [-1.9747, 0.1617, -0.0151], [-0.7783, -1.1185, 4.6541], [0.4479, -2.7272, 0.3190], [-1.8622, 0.6425, 1.2390], [2.7266, 1.7071, 1.8798], [1.1395, -1.2348, -0.5315], [-0.2542, -2.8325, -0.9798], [0.1337, 0.0728, -0.6165], [0.5727, -1.8744, -3.8004], [0.0210, 0.3579, 0.9427], [0.7487, 1.3927, -0.9600], [-0.0846, -0.3094, 0.3454], [0.0338, 0.9335, 0.4947], [0.6653, -1.2750, 1.2493], [0.4544, 2.3391, 0.6861], [2.0620, 1.0076, -1.8493]],
  "relative_energy_kj_mol": 312.9,
  "gap_ev": [7.31, 7.32],
  "e_homo_ev": [-11.35, -11.35],
  "multiplicity": 1,
  "total_charge": 1,
  "e_lumo_ev": [-4.031, -4.030]
}

***

{
  "formula": "C6H12BrN3Si",
  "method": "ωB97M-V with the def2-TZVPD basis set",
  "species": ["N", "H", "Br", "H", "H", "N", "H", "C", "C", "H", "H", "C", "H", "Si", "H", "C", "H", "H", "C", "N", "H", "H", "C"],
  "xyz": [[1.769, 0.720, 1.607], [-2.407, 1.267, -2.533], [0.785, 5.061, -0.474], [-2.193, -0.174, 0.941], [3.108, 0.629, 3.178], [2.055, 1.894, 1.449], [-1.938, -0.285, -2.947], [0.991, 3.043, -0.342], [2.463, -0.106, 2.578], [1.745, -0.355, -0.850], [1.693, -0.560, 3.260], [-1.494, 0.630, -2.560], [-1.894, 1.566, 0.640], [-0.518, 0.512, -0.955], [3.002, -0.866, 2.089], [0.836, -0.927, -0.996], [0.627, -1.525, -0.073], [-0.773, 0.648, 1.615], [-1.398, 0.496, 0.677], [1.911, 2.857, 0.784], [0.896, -1.582, -1.758], [-0.820, 1.006, -3.371], [0.353, 2.164, -0.931]],
  "forces_ev_per_a": [[-1.0597, -0.6896, -1.2097], [0.8533, 0.1349, 0.2392], [0.1263, -1.5879, -0.2511], [-0.3759, -0.6157, -0.2913], [-0.5155, -1.5531, -0.5734], [1.3170, -0.9465, 1.3085], [0.3638, -0.5018, 0.1955], [1.0794, 3.6887, 1.5738], [-0.7938, 2.4307, 2.3379], [0.3758, -0.3444, -0.0056], [0.8067, 0.3326, -0.5915], [-0.8135, 0.2935, -0.6478], [0.4624, -1.8200, 0.0392], [1.3010, -1.1737, -0.6740], [0.8312, -0.8585, -0.5482], [-1.5608, 2.7686, 3.5045], [0.3171, 0.5478, -0.5385], [-0.2717, -0.5678, -1.4629], [-0.5236, 3.3699, 1.3615], [-0.0568, 1.6626, -0.6393], [0.1103, -1.8984, -2.9338], [-0.4779, -0.1600, 0.7374], [-1.4951, -2.5119, -0.9304]],
  "relative_energy_kj_mol": 481.8,
  "gap_ev": [7.42, 7.84],
  "e_homo_ev": [-8.68, -8.78],
  "multiplicity": 1,
  "e_lumo_ev": [-1.266, -0.940]
}